Below is 2 unconnected molecules or ions with the total composition C3H9NO2, with properties calculated with ωB97M-V with the def2-TZVPD basis set.

Structure (XYZ):
```
15
Properties=species:S:1:pos:R:3:forces:R:3:nbo_charge:R:1
O -1.642 0.217 -0.016 -0.874 0.128 -0.240 -0.72
O 1.805 0.122 -1.112 -0.037 -0.031 -0.033 -0.63
C 1.156 -0.959 0.916 0.652 -0.991 -1.446 -0.74
H 1.515 1.332 1.733 -0.002 0.504 0.205 0.39
H -2.760 -1.140 -1.188 -0.203 0.200 0.173 0.16
C 1.591 0.211 0.083 -0.005 0.195 -0.777 0.68
C -2.156 -0.232 -1.265 0.874 -0.107 -1.068 -0.27
H -1.308 -0.482 -1.916 0.034 -0.049 0.359 0.20
H 1.598 -1.851 0.468 0.070 0.055 -0.252 0.24
H 0.094 -1.103 0.791 -0.356 0.267 0.584 0.26
H -2.404 0.648 0.388 0.371 0.013 0.360 0.46
H 1.565 -0.960 1.893 -0.250 0.338 1.273 0.21
H -2.668 0.560 -1.829 -0.243 -0.149 0.400 0.17
H 1.925 2.251 0.305 0.026 -0.033 -0.137 0.40
N 1.690 1.385 0.750 -0.056 -0.340 0.599 -0.82
```
Forces are in eV/Å.

Calculated values
- HOMO (eV) = -9.43
- SMILES string = CC(N)=O.CO
- ΔE to the lowest compared entry with this formula, charge and spin (kJ/mol) = 97.1

---

Below is 2 unconnected molecules or ions with the total composition C3H9NO2, with properties calculated with ωB97M-V with the def2-TZVPD basis set.

Structure (XYZ):
```
15
Properties=species:S:1:pos:R:3:forces:R:3:nbo_charge:R:1
H -1.178 2.910 -1.298 0.438 -0.247 0.898 0.17
H 1.915 -1.536 1.317 0.572 -0.588 2.084 0.23
H -0.627 2.864 0.482 -0.513 -0.155 -0.846 0.18
H 2.112 -2.165 -0.369 -0.639 0.327 1.217 0.24
H -0.153 0.728 -1.244 0.999 0.881 0.796 0.47
H -1.593 -0.620 0.414 -5.708 -0.085 -0.542 0.38
H -0.239 -0.050 1.046 0.790 1.216 0.428 0.39
H -1.788 1.698 -0.215 -0.635 -0.564 0.424 0.15
O -0.353 -2.960 -0.116 0.055 2.161 0.126 -0.60
H 1.715 -0.494 -0.002 -0.216 -0.495 0.219 0.23
O 0.209 1.462 -0.679 -0.151 -1.284 -1.510 -0.72
C 1.525 -1.531 0.360 0.410 0.630 -3.869 -0.73
C 0.048 -1.835 0.205 0.232 -1.837 0.473 0.67
N -0.691 -0.732 0.516 4.272 -1.968 0.112 -0.81
C -0.901 2.261 -0.418 0.093 2.009 -0.010 -0.25
```
Forces are in eV/Å.

Calculated values
- HOMO (eV) = -9.81
- SMILES string = CC(N)=O.CO
- ΔE to the lowest compared entry with this formula, charge and spin (kJ/mol) = 164.6

---

| no. | gap between HOMO and LUMO (eV) |
| --- | --- |
| 1 | 10.18 |
| 2 | 10.45 |